ORCA calculation (ωB97M-V with the def2-TZVPD basis set) on C4H10N2O4S in the gas phase.

## Properties
* relative energy (zero: lowest compared OMol25 entry of this formula, charge and spin): 137.6 kcal/mol
* spin multiplicity: 1
* HOMO level: -10.0 eV

Last column: Löwdin charge in e.
Geometry (Å):
1 S -0.6204 -0.9041 0.3745  0.71
2 O -0.0795 -1.5371 1.5050  -0.25
3 O -2.8317 1.6341 0.5578  0.17
4 O -3.0218 0.2781 -1.0364  0.13
5 O -2.1742 -0.4178 0.8114  -0.16
6 N -0.1744 0.3058 -0.3874  -0.16
7 N -2.6985 0.5972 0.0401  -0.51
8 C 1.0654 1.0161 -0.3103  -0.49
9 C 2.3494 0.1803 -0.6214  -0.06
10 C -1.3025 -2.1636 -0.7024  -0.14
11 C 1.2136 1.5573 1.0600  -0.10
12 H 1.9617 2.2396 1.3164  0.06
13 H -2.0893 -2.5662 -0.0100  0.08
14 H 0.3427 2.1638 1.3575  0.09
15 H 0.9401 1.8067 -1.0499  0.13
16 H 1.3511 0.7513 1.8421  0.10
17 H -1.7761 -1.6870 -1.5955  0.07
18 H 2.3853 -0.5164 -1.5211  0.09
19 H 3.2681 0.7142 -0.7827  0.06
20 H -0.6696 -3.0211 -1.1461  0.10
21 H 2.5605 -0.4311 0.2984  0.08

ORCA calculation (ωB97M-V with the def2-TZVPD basis set) on a molecular structure, C25H26BN3O2RhS2.

## Properties
* relative energy (zero: lowest compared OMol25 entry of this formula, charge and spin): 49.9 kcal/mol
* spin multiplicity: 5
* charge: +1
* HOMO level (alpha / beta): -8.2 / -11.1 eV

Last column: Löwdin charge in e.
Geometry (Å):
1 Rh 0.2293 0.2525 0.0981  0.96
2 S 4.5661 0.1822 1.9649  1.10
3 S -0.6770 2.1625 1.6974  0.92
4 O -0.6391 -0.8320 -2.6171  0.11
5 O -0.2411 -2.4863 -1.1017  0.16
6 N 1.9225 0.1444 1.6791  0.02
7 N -1.5932 1.4912 -1.0973  -0.12
8 N -1.8657 -0.5645 0.8441  -0.13
9 C -2.9282 -0.3707 -0.1570  -0.15
10 C 3.5370 0.3047 3.3580  -0.44
11 C 4.3510 0.4457 -1.1500  -0.04
12 C 1.5742 0.4196 5.3112  -0.06
13 C 2.1493 0.2582 2.9799  -0.30
14 C 1.8504 0.4496 -1.1141  -0.17
15 C 1.8952 0.7419 -2.4635  -0.11
16 C 3.1139 0.1606 0.9478  -0.49
17 C -2.1948 -3.5628 -4.5370  -0.07
18 C 4.3277 0.7359 -2.4823  -0.07
19 C -1.9376 -4.5776 -3.6218  -0.07
20 C -0.8835 -3.0295 -2.1954  -0.20
21 C -1.3367 2.9172 -0.9303  -0.25
22 C 2.9371 0.4691 5.6566  -0.04
23 C -1.2721 -4.3304 -2.4247  0.02
24 C -2.9430 1.0397 -0.7610  -0.16
25 C -1.4145 3.3568 0.5323  -0.41
26 C -1.7936 -2.2511 -4.3014  0.01
27 C -2.1574 1.3606 2.4286  -0.40
28 C 3.1029 0.9128 -3.1485  -0.05
29 C 3.1251 0.3222 -0.4150  -0.24
30 C 1.1747 0.3154 4.0063  -0.02
31 C 3.9218 0.4112 4.6784  -0.07
32 C -1.1308 -2.0186 -3.1172  -0.20
33 C -2.2119 -0.1487 2.2079  -0.25
34 B -0.0941 -1.1319 -1.3684  -0.58
35 H -1.6467 -1.5545 0.8715  0.12
36 H -1.9908 -1.4556 -5.0073  0.12
37 H -3.9102 -0.5772 0.2817  0.13
38 H -0.8581 4.2831 0.6608  0.08
39 H -2.7128 -3.7926 -5.4584  0.11
40 H 0.8301 0.4627 6.0956  0.11
41 H 5.2554 0.8345 -3.0303  0.11
42 H -1.0675 -5.1169 -1.7113  0.13
43 H 0.9776 0.8470 -3.0265  0.09
44 H -2.7681 -1.0967 -0.9552  0.12
45 H -2.0335 3.5365 -1.5087  0.13
46 H 3.0947 1.1559 -4.2024  0.11
47 H -2.1186 1.5676 3.4972  0.08
48 H 4.9699 0.4444 4.9432  0.12
49 H 5.2896 0.3154 -0.6256  0.09
50 H -3.0334 1.8642 2.0274  0.07
51 H -2.4358 3.5408 0.8602  0.08
52 H -2.2617 -5.5837 -3.8501  0.11
53 H 3.2213 0.5465 6.6968  0.12
54 H -3.5915 1.0235 -1.6407  0.14
55 H 0.1277 0.2816 3.7416  0.07
56 H -0.3294 3.1035 -1.3040  0.12
57 H -1.3620 1.2099 -2.0410  0.10
58 H -3.3866 1.7423 -0.0567  0.10
59 H -1.5061 -0.6389 2.8779  0.11
60 H -3.2173 -0.4934 2.4771  0.13

ORCA calculation (ωB97M-V with the def2-TZVPD basis set) on C3H4N2S2 in the gas phase.

## Properties
* relative energy (zero: lowest compared OMol25 entry of this formula, charge and spin): 73.8 kcal/mol
* spin multiplicity: 1
* HOMO level: -7.9 eV

Last column: Löwdin charge in e.
Geometry (Å):
1 S -2.0798 -1.3919 0.6778  0.79
2 S 1.6178 2.5783 -0.4072  0.45
3 N -0.2474 0.7880 0.5113  0.05
4 N 1.0586 -0.1495 -0.8961  0.07
5 C 0.0872 -1.0313 -0.5905  -0.23
6 C -0.6928 -0.5951 0.2816  -0.86
7 C 0.8264 1.0363 -0.2562  -0.87
8 H -1.7537 -0.8064 2.2325  0.07
9 H 1.6961 0.0205 -1.6075  0.12
10 H -0.2650 -2.0105 -1.2763  0.20
11 H -0.2476 1.5617 1.3305  0.21

ORCA calculation (ωB97M-V with the def2-TZVPD basis set) on a molecular structure, C24H21AsF3N3RuS7.

## Properties
* spin multiplicity: 5
* HOMO level (alpha / beta): -7.0 / -8.3 eV

Last column: Löwdin charge in e.
Geometry (Å):
1 Ru 0.5234 -1.9366 2.3042  0.24
2 As 2.8050 -1.8263 4.4728  -0.54
3 S 3.7808 -3.3791 5.4718  0.10
4 S 0.6274 -1.7837 4.6062  0.10
5 S 3.8891 -0.2869 5.3777  0.07
6 S 0.1801 -4.2862 2.1426  0.63
7 S 0.4378 -1.8966 -0.0905  0.62
8 S 2.7959 -1.8974 2.2780  0.10
9 S 0.0895 0.3743 2.1916  0.62
10 F -1.8399 -6.5614 3.2751  0.14
11 F -3.8232 -6.5974 2.3958  0.14
12 F -2.0753 -6.4407 1.1232  0.14
13 N 0.8870 0.1658 -1.7234  -0.11
14 N 0.0809 2.0602 0.1261  -0.11
15 N -1.5376 -2.4605 2.4192  -0.16
16 C -2.6047 -0.8308 -4.0779  -0.08
17 C -1.2307 0.0104 -5.8615  -0.08
18 C 2.7890 5.8186 0.3029  -0.08
19 C 0.0286 2.3783 -1.2957  -0.10
20 C 3.9411 5.1456 0.6785  -0.09
21 C 3.8541 3.8539 1.1911  -0.07
22 C -3.8629 -3.8787 2.5317  0.02
23 C 1.5498 5.1984 0.4339  -0.05
24 C -2.6951 -1.8077 2.5430  -0.11
25 C -1.4856 -3.7941 2.3318  -0.65
26 C -0.2226 -0.6253 -3.7623  -0.21
27 C -2.6637 -4.5435 2.3912  -0.11
28 C 1.4572 3.9096 0.9396  -0.22
29 C -3.8901 -2.4879 2.6068  -0.04
30 C 1.0814 1.5800 -2.0120  -0.10
31 C 0.2368 0.7704 0.5039  -0.62
32 C -2.6007 -6.0440 2.2957  -0.60
33 C 0.1293 3.1989 1.0463  -0.13
34 C 0.9819 -0.7484 -2.8598  -0.13
35 C -2.4806 -0.3349 -5.3732  -0.09
36 C -0.1058 -0.1341 -5.0545  -0.05
37 C -1.4838 -0.9763 -3.2778  -0.03
38 C 0.5288 -0.2235 -0.4752  -0.65
39 C 2.6199 3.2392 1.3211  -0.03
40 H 2.0784 1.8941 -1.6863  0.14
41 H 0.8737 0.1328 -5.4381  0.11
42 H -2.6199 -0.7293 2.5912  0.10
43 H 4.9067 5.6244 0.5771  0.10
44 H -3.3574 -0.2228 -5.9981  0.10
45 H -4.7812 -4.4489 2.5830  0.13
46 H 4.7506 3.3289 1.4957  0.11
47 H 0.2111 3.4447 -1.4170  0.13
48 H 2.5509 2.2337 1.7257  0.11
49 H -0.9641 2.1442 -1.6920  0.14
50 H -1.5767 -1.3702 -2.2709  0.10
51 H 0.6465 5.7257 0.1441  0.11
52 H 1.8970 -0.5138 -3.4072  0.13
53 H 2.8519 6.8247 -0.0919  0.10
54 H 1.0044 1.7236 -3.0891  0.13
55 H -3.5786 -1.1111 -3.6965  0.10
56 H 1.0883 -1.7609 -2.4783  0.08
57 H -1.1278 0.3929 -6.8690  0.10
58 H -0.0347 2.8368 2.0577  0.08
59 H -4.8189 -1.9472 2.7152  0.11
60 H -0.6928 3.8761 0.8069  0.13

ORCA calculation (ωB97M-V with the def2-TZVPD basis set) on 2 unconnected molecules or ions with the total composition CCl3NSi.

## Properties
* relative energy (zero: lowest compared OMol25 entry of this formula, charge and spin): 84.6 kcal/mol
* spin multiplicity: 1
* HOMO level (alpha / beta): -8.2 / -10.7 eV

Last column: Löwdin charge in e.
Geometry (Å):
1 Cl -0.0450 -2.5094 -4.4017  -0.25
2 Cl -0.5327 -0.4424 -2.4143  0.32
3 Cl 0.3567 2.4867 -0.5404  0.41
4 Si -0.2670 0.6518 -0.8054  -0.17
5 N 0.7076 -0.1829 1.9441  0.10
6 C 0.2772 0.1723 0.9371  -0.41

ORCA calculation (ωB97M-V with the def2-TZVPD basis set) on a molecular structure, C16H17N6O6SV.

## Properties
* relative energy (zero: lowest compared OMol25 entry of this formula, charge and spin): 30.9 kcal/mol
* spin multiplicity: 2
* charge: -1
* HOMO level (alpha / beta): -3.1 / -2.5 eV

Last column: Löwdin charge in e.
Geometry (Å):
1 V -0.1717 -0.3440 -0.0882  0.84
2 S -1.7920 1.1830 3.5673  1.09
3 O 1.5910 -0.4492 -1.4404  -0.16
4 O -1.3881 -0.2342 -1.6189  -0.09
5 O -2.0009 0.5036 -3.6179  0.03
6 O -0.2095 3.4397 -1.3537  0.05
7 O -0.0161 1.5970 -0.1403  -0.10
8 O 0.0452 -2.2459 0.2984  -0.08
9 N -2.5506 0.3715 1.2709  0.07
10 N 2.4800 -4.8593 3.3660  0.12
11 N 0.5364 -0.1240 2.8686  0.13
12 N 2.2401 -2.8008 0.4979  0.18
13 N -1.3263 -0.0999 1.4082  -0.15
14 N -1.5181 -3.1743 3.4391  0.15
15 C 0.7034 -3.4434 2.2183  -0.24
16 C 3.2257 0.5363 -2.7605  -0.09
17 C -3.9192 3.3462 2.2194  -0.11
18 C 0.3345 0.5249 -3.1306  -0.09
19 C 1.0289 1.6281 -2.3054  -0.10
20 C 1.6699 -4.2183 2.8491  -0.26
21 C -0.7585 0.2189 2.5499  -0.65
22 C -4.2348 1.8508 2.2561  -0.24
23 C -2.9731 1.0764 2.2431  -0.57
24 C 2.1738 0.8279 -1.6736  -0.25
25 C 1.1960 -0.7007 -2.7819  -0.25
26 C 0.1509 2.2842 -1.1879  -0.60
27 C 2.5376 -0.6061 -3.5338  -0.10
28 C -1.1657 0.2712 -2.7554  -0.61
29 C 0.9353 -2.8198 0.9664  -0.50
30 C -0.5299 -3.3114 2.8596  -0.25
31 H 0.3551 0.7499 -4.1988  0.15
32 H 2.8733 -3.5069 0.8420  0.09
33 H 1.3859 2.4446 -2.9377  0.15
34 H -4.8149 1.6149 3.1515  0.11
35 H 0.6773 -1.6616 -2.8557  0.17
36 H -4.7991 1.5703 1.3654  0.12
37 H -3.4048 3.6476 3.1296  0.06
38 H -3.2781 3.5560 1.3667  0.09
39 H 2.4068 -0.3882 -4.5911  0.11
40 H 0.7968 0.1191 3.8150  0.10
41 H -4.8394 3.9196 2.1287  0.07
42 H 4.1707 0.2158 -2.3194  0.11
43 H 0.7734 -1.0901 2.6427  0.07
44 H 2.5582 1.2383 -0.7366  0.17
45 H 3.0941 -1.5414 -3.4482  0.11
46 H 3.4098 1.4193 -3.3719  0.11
47 H 2.3409 -2.5358 -0.4721  0.09

What is the spin multiplicity in the fifth record? 1

Look up the spin multiplicity of the fourth one. 5